The following is a quantum chemistry calculation of a 13-piece molecular cluster, C5H37N2O12 overall in a non-equilibrium geometry, from OMol25.

Geometry (Å):
C 0.954834 3.994267 1.466222
C 1.871048 2.994263 2.175175
C 2.885585 2.353552 1.208191
C 2.406168 1.324817 0.202135
C 3.330494 0.539072 -0.376138
N 3.050385 -0.647061 -1.172061
N 1.096298 1.312389 -0.203878
H 0.181994 4.324059 2.163417
H 0.539779 3.616220 0.540023
H 1.496956 4.919242 1.253234
H 2.461814 3.444357 2.963045
H 1.287263 2.147944 2.534462
H 3.674522 1.813820 1.734618
H 3.476637 3.132292 0.718002
H 4.369557 0.799536 -0.264839
H 3.287714 -1.556684 -0.722080
H 2.040097 -0.700895 -1.335752
H 3.577500 -0.696603 -2.043892
H 0.817356 0.712166 -0.957463
H 0.391433 1.660559 0.427675
H -4.110906 -1.243571 -2.645111
H -3.261153 0.006951 -2.510540
O -3.195557 -0.963118 -2.537883
H 2.835621 -3.784772 -0.108617
H 1.706185 -3.063482 -0.612383
O 2.616087 -3.290003 -0.905122
H -3.447996 -0.255318 0.966491
H -3.438618 0.924218 2.020118
O -3.218124 -0.008136 1.867193
H -1.927434 -2.185002 -2.824624
H -1.797592 -3.531910 -2.201265
O -1.262232 -2.890603 -2.693783
H 0.241096 -0.815679 -3.807743
H 0.882127 -1.728455 -2.880997
O 0.987277 -0.817878 -3.202100
H -2.070729 4.040040 0.821412
H -2.191649 4.213714 -0.827285
O -2.305372 3.681626 -0.034915
H -1.377739 -5.056045 -0.282479
H -2.815032 -5.134250 -0.634966
O -2.121240 -4.482159 -0.467245
H -1.213546 0.593774 1.738278
H -1.197321 1.364013 3.033799
O -0.658698 1.201977 2.251696
H -0.373274 -2.412978 -1.211293
H -0.557123 -1.643747 0.049293
O 0.153483 -1.904952 -0.563565
H 1.144412 -1.700557 1.891871
H 2.695590 -1.552006 2.143934
O 2.017391 -1.962945 1.595698
H -2.331910 -2.728021 1.495172
H -1.851660 -1.227932 1.991972
O -1.680804 -2.018496 1.458041
H -2.614756 1.517151 -0.960611
H -3.914960 2.073663 -0.642518
O -3.541277 1.297574 -1.080022

Atoms 1-2, force components in eV/Å:
0.479 0.685 0.871
0.175 -1.069 -1.360

energy relative to the best compared isomer or geometry (same formula, charge and spin) = 51.4 kcal per mole
highest occupied orbital energy = -0.4053 Eh
frontier orbital gap = 8.580 eV
largest force on an atom = 0.0338 Eh/bohr
total charge = +1
LUMO = -0.0900 Eh
DFT total energy = -1224.8865 a.u.


The following is a quantum chemistry calculation of a 14-piece molecular cluster, C5H37NO14 overall in a non-equilibrium geometry, from OMol25.

Geometry (Å):
C 0.030932 1.966009 0.300761
C -0.557020 2.355134 -1.030299
C 0.324378 0.480024 0.494001
N 0.271825 -0.090997 1.755102
C 0.191152 0.690641 2.985001
C -0.892878 -0.065296 3.816298
O 0.489743 -0.285316 -0.426979
H 1.013040 2.384339 0.509182
H -0.586274 2.199546 1.132418
H 0.108197 2.289789 -1.990426
H -1.345835 1.716808 -1.455376
H -1.000721 3.331084 -1.064687
H 0.569099 -1.026863 1.982434
H 1.282624 0.830351 3.368549
H 0.056924 1.856722 2.934654
H -1.191829 0.515943 4.664569
H -0.585772 -1.055807 3.976200
H -1.671725 -0.110231 3.067576
H -1.926833 -0.314264 -3.598798
H -2.893227 0.174678 -2.757666
O -2.263218 0.556184 -3.412335
H -2.137643 -2.407893 1.075718
H -1.187776 -3.252421 1.998115
O -1.801190 -3.247225 1.265875
H 2.800212 -0.662663 1.672336
H 3.724039 -1.818690 2.095302
O 2.815672 -1.471182 2.193177
H -1.685809 -2.821273 -2.119788
H -1.354009 -4.363158 -2.358296
O -1.058579 -3.496137 -2.559922
H 3.886227 1.197670 -0.102552
H 5.046934 0.856520 1.043129
O 4.176906 1.206316 0.863660
H 2.215109 4.477500 1.131606
H 1.998865 3.994851 -0.392913
O 1.564031 4.312592 0.421530
H 1.018011 -3.172378 -2.389709
H 0.706750 -3.285146 -3.893579
O 1.213729 -2.815904 -3.246695
H -3.801751 0.800266 1.680596
H -4.149545 0.640646 0.187530
O -4.285195 1.180325 0.969840
H 1.743199 -2.156495 3.216480
H 1.211850 -1.532299 4.530705
O 0.916085 -2.141395 3.845738
H 2.257405 1.274437 -1.215447
H 2.823264 2.529792 -1.815924
O 2.610011 2.132334 -0.971889
H 1.936972 -1.038859 -3.307878
H 2.014576 -0.685576 -1.861733
O 2.442546 -0.500962 -2.715243
H -2.825051 -0.993748 -1.885586
H -1.688015 -0.848663 -1.007907
O -2.230032 -1.605753 -1.443343
H -3.879631 2.410472 -2.398756
H -4.060129 2.196130 -0.924881
O -3.943709 1.684842 -1.757614

Atoms 1-2, force components in eV/Å:
0.836 -1.853 0.358
0.526 -0.906 -3.059

energy relative to the best compared isomer or geometry (same formula, charge and spin) = 117.2 kcal per mole
highest occupied orbital energy = -0.3578 Eh
frontier orbital gap = 9.857 eV
largest force on an atom = 0.0779 Eh/bohr
LUMO = 0.0045 Eh
DFT total energy = -1320.7278 a.u.


The following is a quantum chemistry calculation of a 13-piece molecular cluster, C5H37O14S2 overall in a non-equilibrium geometry, from OMol25.

Geometry (Å):
C -3.907403 0.194965 0.988627
C -3.313486 -1.153003 0.751845
O -3.832356 -1.791774 -0.420402
C -2.926776 1.356479 1.294737
S -2.240691 2.178228 -0.165968
S -0.567766 0.694432 -0.556459
C -0.372023 1.207040 -2.384558
C -0.437614 -0.108621 -3.191217
H -4.331390 0.448986 0.056884
H -4.654022 0.224101 1.763677
H -3.458041 -1.845939 1.616179
H -2.245391 -1.017219 0.598006
H -3.619240 2.241306 1.525407
H -2.157182 1.172115 2.028670
H -1.287083 1.721247 -2.631556
H 0.567948 1.790976 -2.539079
H -0.405478 -1.046184 -2.585241
H -1.321887 -0.215091 -3.818242
H 0.473791 -0.037416 -3.807696
H 0.844039 3.044244 3.429894
H 1.921929 4.021906 3.112356
O 1.587589 3.494337 3.849750
H -1.011703 -3.033116 0.607690
H 0.354690 -2.403151 0.681152
O -0.070787 -3.281620 0.799085
H -4.792895 -1.792400 -0.424722
H 0.447632 -1.317048 -1.116302
O 0.731701 -0.638038 -0.490495
H 0.867611 2.266831 0.666106
H 1.042408 3.892133 0.945755
O 1.146923 2.986841 1.239639
H 3.228304 -0.602967 -1.298483
H 2.725166 0.348283 -0.123300
O 3.489162 -0.030507 -0.562927
H -3.033012 0.625167 -2.785446
H -3.960731 -0.631988 -2.500888
O -3.780570 0.104573 -3.090069
H -1.051006 5.009538 -0.426151
H -0.929065 5.239543 1.067485
O -0.423295 5.293447 0.250848
H 1.031297 -1.136225 0.920084
H 1.327936 -0.559112 2.315596
O 1.549073 -1.320713 1.769598
H 0.363697 -4.118437 -0.838217
H 1.086037 -3.491852 -2.141383
O 0.261669 -3.815544 -1.767275
H 3.488543 -2.512850 -1.232018
H 3.853434 -2.653396 -2.668695
O 3.208050 -2.188313 -2.103695
H 0.566670 -1.342871 3.327912
H -0.891134 -1.800156 3.490264
O -0.254292 -1.155136 3.817309
H 2.849338 -2.436193 1.248538
H 4.053151 -2.870463 2.035457
O 3.698537 -2.924273 1.140847
H 4.459498 1.326811 -0.959137
H 5.013350 2.275902 0.117687
O 5.037139 2.112184 -0.827462

Atoms 1-2, force components in eV/Å:
1.074 0.900 0.747
0.114 -1.189 0.710

highest occupied orbital energy = -0.1700 Eh
frontier orbital gap = 7.125 eV
largest force on an atom = 0.0520 Eh/bohr
total charge = -1
LUMO = 0.0918 Eh
DFT total energy = -2062.4244 a.u.


The following is a quantum chemistry calculation of a 14-piece molecular cluster, C5H38NO13S overall in a non-equilibrium geometry, from OMol25.

Geometry (Å):
C -0.063845 -1.136649 -2.107256
C 0.866751 -2.341150 -2.500179
S 2.072006 -2.900293 -1.273012
C -0.458086 -1.256197 -0.614889
N -1.934675 -1.378877 -0.556923
C -2.362933 -2.775688 -0.759997
C -2.474159 -0.781934 0.723691
H -0.814423 -0.989424 -2.867513
H 0.641409 -0.242457 -2.152878
H 0.298763 -3.282999 -2.559586
H 1.369424 -1.954306 -3.391228
H -0.050811 -0.454662 -0.059535
H -0.086210 -2.241705 -0.182555
H -3.418919 -2.931152 -0.958268
H -1.929109 -3.581029 -0.160731
H -1.941709 -3.175549 -1.672514
H -3.232872 -0.052062 0.444617
H -3.107193 -1.606976 1.136508
H -1.746514 -0.313418 1.354688
H 2.991664 0.130376 -2.984782
H 2.464122 1.033651 -1.942570
O 2.568906 0.993917 -2.889530
H -0.185072 -1.277289 2.711775
H 1.182164 -1.480250 2.306497
O 0.563628 -1.822922 2.972616
H -2.803654 2.152980 0.453469
H -3.315438 3.444509 -0.127230
O -3.586256 2.520926 -0.011922
H 1.305846 0.852307 3.656067
H 2.145413 2.123137 3.198104
O 1.617291 1.736008 3.889068
H -0.205564 4.185108 -2.453003
H 0.388070 4.586939 -1.047005
O 0.105326 4.904097 -1.900885
H 2.990754 -1.331168 1.474491
H 1.959518 -1.941115 0.315309
O 2.194818 -1.129711 0.975141
H 0.954330 0.661299 5.671408
H -0.531420 0.532960 6.248719
O 0.104761 0.226803 5.600797
H -3.040286 1.130516 -1.195883
H -2.444129 0.175914 -2.235851
O -2.800370 1.069894 -2.140826
H -1.304731 2.827808 -4.229577
H -1.999066 2.511693 -2.831385
O -1.596160 3.208722 -3.410677
H -1.512802 5.151798 -1.392203
H -2.905573 4.927093 -1.936951
O -2.425061 4.973802 -1.088706
H 1.888578 -4.616350 3.515558
H 1.115804 -3.416085 3.991328
O 1.371343 -4.318578 4.268773
H 1.710437 1.522974 0.225891
H 1.858983 0.503684 1.294591
O 1.564008 1.456891 1.185609
H 5.258169 -2.361706 -0.863111
H 5.010725 -0.910727 -0.447213
O 5.714053 -1.543357 -0.668366

Atoms 1-2, force components in eV/Å:
3.547 0.109 1.588
-0.560 1.235 0.550

highest occupied orbital energy (alpha / beta) = -0.3491 / -0.3478 Eh
frontier orbital gap (alpha / beta) = 8.988 / 5.581 eV
largest force on an atom = 0.0756 Eh/bohr
LUMO (alpha / beta) = -0.0188 / -0.1427 Eh
2S+1 = 2
⟨S²⟩ = 0.7529
DFT total energy = -1644.2219 a.u.